Entry 1:
11 unconnected molecules or ions with the total composition C51H43Br9F8 in a non-equilibrium geometry, computed with ωB97M-V/def2-TZVPD.

Geometry as XYZ:
```
111
Properties=species:S:1:pos:R:3:forces:R:3:mulliken_charge:R:1
Br 13.85998 16.71606 19.11619 -0.3 -1.7 -0.6 -0.049
C 13.41568 14.87006 18.40555 0.5 0.1 0.6 -0.594
Br 13.73801 13.42826 19.79686 -0.1 1.3 -1.1 0.096
Br 14.32900 14.51360 16.70513 -0.3 0.1 1.0 0.056
H 12.34444 14.82566 18.20918 0.3 0.2 0.1 0.476
Br 18.94792 10.38622 11.25984 -1.6 -0.4 -1.6 0.013
C 17.35188 9.82194 10.15206 -0.4 1.5 0.3 -0.541
Br 17.18903 10.91112 8.48135 0.2 -0.7 1.2 -0.067
Br 15.71278 10.09392 11.29675 1.2 -0.3 -1.0 0.125
H 17.34563 8.78622 9.81245 0.4 0.2 0.4 0.505
Br 19.79366 15.54822 14.65973 -1.0 -1.3 -1.0 -0.065
C 18.86796 14.08592 13.54279 0.5 0.5 0.7 -0.470
Br 16.91507 14.01498 13.86394 1.4 0.0 -0.2 0.114
Br 19.86550 12.40782 13.81551 -0.7 0.8 0.3 -0.068
H 19.04115 14.34770 12.49896 -0.2 0.1 0.4 0.421
F 16.91884 11.44564 20.97483 -0.8 0.1 -0.6 0.105
C 17.64674 11.48710 22.08751 1.9 0.8 0.3 0.197
C 18.94492 12.01422 21.98642 -0.3 -0.5 0.5 -0.226
C 19.76884 11.99274 23.11128 -0.9 -0.1 0.9 -0.626
C 19.24949 11.52676 24.32854 -0.8 -1.2 -0.3 -0.557
C 17.94450 10.95448 24.36811 1.8 1.5 1.2 -0.444
C 17.14156 11.03138 23.29151 -1.3 -0.4 -1.8 -0.325
H 19.34898 12.45650 21.08779 -0.3 -0.2 -0.3 0.459
H 20.77231 12.38490 23.03610 0.0 0.0 0.1 0.381
H 19.79208 11.47680 25.26101 0.4 0.2 -0.2 0.362
H 17.48785 10.61266 25.28519 0.4 -0.1 0.2 0.379
H 16.10978 10.71798 23.35160 -0.1 -0.2 -0.2 0.300
F 11.53062 11.84494 24.46429 -0.2 -0.2 0.6 -0.317
C 12.27545 10.96668 23.78621 0.7 0.4 -2.1 0.304
C 12.92687 9.89644 24.38789 -0.3 0.7 0.6 -0.477
C 13.75823 9.09178 23.65044 0.2 -0.2 -1.6 -0.556
C 13.92355 9.30088 22.26508 -1.1 0.6 0.1 -0.616
C 13.21838 10.34641 21.61295 0.1 -0.3 2.3 -0.164
C 12.42593 11.23742 22.40761 0.8 -1.8 -0.5 -0.609
H 12.83509 9.69026 25.44405 -0.3 0.2 0.1 0.420
H 14.23642 8.24954 24.12833 0.1 0.0 0.0 0.409
H 14.49033 8.59860 21.67180 0.2 0.0 0.0 0.430
H 13.31000 10.42464 20.53969 -0.2 0.3 0.0 0.636
H 11.91197 12.02656 21.87893 -0.2 0.2 0.4 0.496
F 18.22673 16.95536 21.61769 0.4 0.2 -0.4 -0.334
C 18.18655 16.33590 20.40771 -0.9 -0.4 0.7 0.136
C 18.39021 17.04444 19.24302 0.7 0.1 0.0 -0.650
C 18.23830 16.39169 18.02295 -0.5 -0.7 0.3 -0.475
C 17.72888 15.11284 18.03871 0.5 -2.0 0.6 -0.198
C 17.57099 14.37356 19.24952 -0.7 1.0 -0.9 0.068
C 17.76280 14.99584 20.44798 0.4 1.2 0.0 -0.408
H 18.74044 18.06590 19.22399 -0.1 0.1 0.4 0.432
H 18.49000 16.85124 17.07856 -0.1 0.2 0.1 0.352
H 17.58561 14.51878 17.14823 -0.1 0.3 -0.4 0.293
H 17.12322 13.39238 19.30575 0.2 -0.2 -0.5 0.259
H 17.51415 14.50756 21.37866 0.2 0.1 0.2 0.536
F 13.05678 14.03528 13.32814 0.6 0.0 0.3 -0.260
C 12.34028 13.29404 12.46290 -0.1 -0.1 0.5 -0.097
C 11.21425 13.88786 11.96569 -0.5 -1.4 -1.8 -0.371
C 10.48463 13.11114 11.00675 0.5 1.1 1.6 -0.621
C 10.83363 11.79288 10.73108 0.0 -0.1 -0.1 -0.587
C 11.93819 11.19144 11.32855 0.3 1.8 1.0 -0.399
C 12.71175 11.99220 12.21456 -0.3 -1.3 -1.0 0.495
H 11.01797 14.90812 12.26056 -0.4 0.0 -0.2 0.508
H 9.60795 13.59258 10.59927 -0.1 -0.3 -0.3 0.376
H 10.24929 11.19932 10.04361 -0.2 0.1 -0.1 0.404
H 12.18400 10.15652 11.14169 0.1 0.0 0.0 0.469
H 13.61467 11.58644 12.64640 0.0 0.1 0.3 0.045
F 10.49956 15.18530 15.17130 0.2 0.4 -0.1 -0.370
C 10.07006 13.95454 15.47375 -0.2 -0.9 0.4 0.284
C 11.01677 12.94058 15.65464 -0.2 0.4 0.0 0.213
C 10.60425 11.63160 15.87966 -1.0 0.4 0.4 -0.518
C 9.23008 11.38532 15.95932 0.3 1.0 0.7 -0.744
C 8.32444 12.46924 15.95851 -0.1 -2.3 -1.2 -0.454
C 8.69883 13.74468 15.64364 1.1 0.5 -0.1 -0.569
H 12.06527 13.19846 15.67789 0.1 0.1 -0.3 0.589
H 11.31608 10.85368 16.11318 0.1 -0.1 -0.3 0.369
H 8.83725 10.39860 16.15536 0.1 -0.1 -0.1 0.403
H 7.29702 12.13690 15.93941 -0.3 0.5 0.4 0.306
H 7.99059 14.55058 15.51985 0.0 0.1 0.0 0.434
F 13.79389 7.46698 11.58569 -0.8 0.0 0.3 -0.366
C 13.57426 7.13036 12.88932 -0.2 0.0 -0.3 0.609
C 14.65844 6.63176 13.54706 0.5 0.0 1.0 -0.477
C 14.55446 6.34122 14.91104 0.3 0.1 -0.6 -0.306
C 13.35400 6.51172 15.57612 -0.8 0.4 -0.3 -0.543
C 12.22516 6.96958 14.87933 0.8 -0.2 -1.1 -0.478
C 12.33519 7.27268 13.49906 0.1 0.1 0.6 -0.596
H 15.59742 6.54844 13.02002 0.1 -0.1 0.0 0.472
H 15.45886 6.02196 15.40757 -0.1 -0.1 0.3 0.392
H 13.23862 6.35036 16.63774 0.2 -0.2 0.1 0.433
H 11.28476 7.05864 15.40289 -0.1 0.1 -0.1 0.444
H 11.52476 7.66478 12.90252 -0.2 0.0 0.1 0.432
F 21.84523 7.33108 13.24102 -0.2 0.3 -0.3 -0.327
C 20.77985 7.73096 13.95969 -0.5 -0.5 2.6 0.322
C 20.89292 7.66330 15.37815 -0.2 0.1 -2.5 -0.601
C 19.72799 7.90426 16.10048 1.7 -0.1 1.1 -0.529
C 18.55283 8.22254 15.50589 -1.4 0.8 -0.9 -0.489
C 18.46768 8.36094 14.12600 -0.2 -0.5 0.5 0.173
C 19.57437 8.05228 13.37601 1.0 -0.6 -1.3 -0.701
H 21.89106 7.36448 15.66243 -0.2 0.1 1.0 0.420
H 19.70805 7.94444 17.17955 0.4 -0.4 0.2 0.385
H 17.69983 8.42226 16.13749 -0.2 0.1 -0.1 0.510
H 17.54851 8.62082 13.62202 -0.2 0.1 0.1 0.267
H 19.54311 7.95210 12.30112 -0.2 0.2 0.0 0.564
F 13.18490 9.97486 17.97255 0.5 0.1 -0.3 -0.457
C 14.32080 10.31526 17.28630 -0.3 -0.8 -0.5 0.607
C 15.38175 10.84050 17.96080 0.9 1.0 0.3 -0.498
C 16.49026 11.28084 17.23550 0.4 -0.8 -1.3 -0.305
C 16.54809 11.10442 15.82927 -0.4 -0.4 1.3 -1.149
C 15.50848 10.42174 15.21945 -0.6 0.9 -0.6 0.120
C 14.38158 10.03886 15.92268 -0.7 0.2 1.4 -0.657
H 15.35633 11.02556 19.02452 -0.1 -0.2 0.1 0.516
H 17.37561 11.63744 17.74086 -0.1 0.3 0.2 0.814
H 17.35874 11.43828 15.19856 0.2 0.1 0.4 0.576
H 15.48425 10.40372 14.13988 0.1 -0.5 -0.1 0.045
H 13.47324 9.58100 15.55978 0.2 -0.1 -0.8 0.547
```
Positions in Å, forces in eV/Å.

Values from the calculation:
**HOMO-LUMO gap**: 8.07 eV
**E_tot**: -705703.660 eV
**Net charge**: 0
**E_HOMO**: -8.95 eV

=====

Entry 2:
C3H3FOS in the gas phase in a non-equilibrium geometry, computed with ωB97M-V/def2-TZVPD.

Geometry as XYZ:
```
9
Properties=species:S:1:pos:R:3:forces:R:3:nbo_charge:R:1
O -0.98511 0.71342 -1.48347 0.0 -0.3 -0.3 -0.482
C -0.30933 0.19741 -0.64392 2.2 0.4 1.3 0.508
C 1.12590 -0.39259 -0.83301 -1.0 0.5 -1.1 -0.403
S 1.34499 -1.96869 -0.67372 0.2 0.2 0.0 0.175
C -0.67414 0.29462 0.82760 -0.4 0.6 1.8 -0.074
F -0.12626 -0.63060 1.71340 0.7 0.1 -0.6 -0.357
H 1.88422 0.34627 -1.20172 -0.5 -0.7 0.5 0.224
H -0.56002 1.29913 1.32608 0.6 -0.6 -1.1 0.207
H -1.70026 0.14102 0.96877 -1.9 -0.3 -0.5 0.200
```
Positions in Å, forces in eV/Å.

Values from the calculation:
**HOMO-LUMO gap**: 8.19 eV
**E_tot**: -18757.850 eV
**Energy above the lowest of the compared OMol25 structures with the same formula, charge and spin**: 27.5 kcal per mole
**Net charge**: 0
**E_HOMO**: -9.16 eV

=====

Entry 3:
A gas-phase ion, C21H14FN2OS (charge +1) in a non-equilibrium geometry, computed with ωB97M-V/def2-TZVPD.

Geometry as XYZ:
```
40
Properties=species:S:1:pos:R:3:forces:R:3:nbo_charge:R:1
N -2.74596 1.32518 -0.79484 5.1 2.4 -0.6 0.388
N -1.64668 1.63754 -0.84232 -6.0 -3.4 0.0 0.083
C -0.31928 0.88583 -0.63404 2.1 3.8 -3.6 0.064
C -0.31393 0.17921 0.61247 0.7 -1.3 4.4 -0.399
C -0.00396 -1.35262 0.84079 0.5 0.5 -0.1 0.058
C 0.51051 -2.19465 -0.13196 0.3 -0.1 0.1 -0.240
C 1.09317 -3.42498 0.20629 -0.5 0.3 0.1 -0.180
C 1.08155 -3.85006 1.53298 -0.3 0.1 0.2 -0.189
C 0.57753 -3.01973 2.54779 -0.2 0.5 -0.5 -0.193
C 0.06367 -1.76535 2.18803 0.4 0.3 0.4 -0.239
C -1.46392 0.60882 1.62954 0.6 0.3 -0.2 -0.006
C -1.45961 1.97234 1.86330 -0.3 0.6 0.6 -0.257
C -2.36768 2.58363 2.72934 0.3 0.0 -0.3 -0.172
C -3.31546 1.82760 3.41590 0.1 0.0 -0.1 -0.254
C -3.31705 0.45945 3.20145 0.3 -1.1 0.1 0.424
F -4.18406 -0.32009 3.94752 1.2 0.9 -1.2 -0.313
C -2.40086 -0.18515 2.32193 -0.5 0.0 0.3 -0.281
S 0.97450 2.46268 -1.01892 -1.3 -0.5 2.1 0.311
C 1.81238 1.65048 -2.28434 -0.3 -1.2 -1.5 -0.146
C 2.92134 2.15248 -2.96892 -0.6 -0.1 0.6 -0.229
C 3.31464 1.53314 -4.16037 -0.2 -0.3 0.5 -0.120
C 2.67704 0.34400 -4.60530 -0.1 0.2 0.3 -0.211
C 1.58692 -0.18903 -3.89598 0.1 0.4 0.2 -0.111
C 1.13668 0.50692 -2.75939 0.4 0.6 0.8 -0.206
C -0.05691 0.18687 -1.96085 -2.0 -2.8 -2.5 0.506
O -0.91953 -0.61786 -2.31787 1.1 1.3 0.5 -0.484
H 0.66801 0.71684 0.90651 -1.2 -1.1 0.9 0.304
H 0.49958 -1.86031 -1.15398 0.2 -0.4 -0.1 0.211
H 1.54205 -4.02870 -0.58313 -0.2 0.1 0.3 0.230
H 1.43361 -4.84244 1.78508 0.2 0.1 0.0 0.231
H 0.58854 -3.29404 3.61573 0.1 0.0 -0.8 0.238
H -0.18971 -1.04180 2.98551 0.1 -0.7 -0.5 0.227
H -0.67911 2.55221 1.37874 -0.2 0.3 0.2 0.205
H -2.29961 3.65942 2.86713 -0.1 -0.2 0.1 0.238
H -4.00760 2.28168 4.12391 0.2 -0.2 -0.2 0.257
H -2.41557 -1.28348 2.29151 -0.1 0.7 -0.2 0.269
H 3.38565 3.01454 -2.49321 0.3 0.0 -0.7 0.240
H 4.15164 1.98878 -4.70155 -0.4 -0.5 0.1 0.246
H 3.04791 -0.16219 -5.50288 -0.2 0.3 0.4 0.246
H 1.03956 -1.09717 -4.18162 0.4 0.4 -0.1 0.253
```
Positions in Å, forces in eV/Å.

Values from the calculation:
**HOMO-LUMO gap**: 5.74 eV
**E_tot**: -40573.520 eV
**Energy above the lowest of the compared OMol25 structures with the same formula, charge and spin**: 37.2 kcal per mole
**Net charge**: +1
**E_HOMO**: -12.19 eV